{
  "formula": "C48H135N9O15",
  "method": "ωB97M-V/def2-TZVPD",
  "elements": ["C", "C", "C", "O", "C", "N", "H", "H", "H", "H", "H", "H", "H", "H", "H", "H", "H", "C", "C", "C", "O", "C", "N", "H", "H", "H", "H", "H", "H", "H", "H", "H", "H", "H", "C", "C", "C", "O", "C", "N", "H", "H", "H", "H", "H", "H", "H", "H", "H", "H", "H", "C", "C", "C", "O", "C", "N", "H", "H", "H", "H", "H", "H", "H", "H", "H", "H", "H", "C", "C", "C", "O", "C", "N", "H", "H", "H", "H", "H", "H", "H", "H", "H", "H", "H", "C", "C", "C", "O", "C", "N", "H", "H", "H", "H", "H", "H", "H", "H", "H", "H", "H", "C", "C", "C", "O", "C", "N", "H", "H", "H", "H", "H", "H", "H", "H", "H", "H", "H", "C", "C", "C", "O", "C", "N", "H", "H", "H", "H", "H", "H", "H", "H", "H", "H", "H", "C", "C", "C", "O", "C", "N", "H", "H", "H", "H", "H", "H", "H", "H", "H", "H", "H", "C", "C", "O", "H", "H", "H", "H", "H", "H", "C", "C", "O", "H", "H", "H", "H", "H", "H", "C", "C", "O", "H", "H", "H", "H", "H", "H", "C", "C", "O", "H", "H", "H", "H", "H", "H", "C", "C", "O", "H", "H", "H", "H", "H", "H", "C", "C", "O", "H", "H", "H", "H", "H", "H"],
  "positions_angstrom": [[-3.283, -1.856, -4.130], [-3.619, -0.725, -4.982], [-2.690, 0.389, -4.691], [-2.713, 0.887, -3.386], [-3.939, 1.512, -3.125], [-3.625, -1.103, -6.411], [-3.224, -1.659, -3.031], [-2.333, -2.298, -4.419], [-4.031, -2.690, -4.217], [-4.629, -0.426, -4.795], [-2.950, 1.284, -5.360], [-1.668, 0.108, -4.830], [-4.212, 2.109, -3.995], [-3.809, 2.113, -2.235], [-4.736, 0.791, -2.966], [-4.027, -0.504, -7.111], [-2.689, -1.303, -6.735], [-6.294, 3.446, -1.072], [-6.191, 4.111, 0.269], [-4.705, 4.215, 0.660], [-4.001, 3.032, 0.431], [-2.755, 3.154, 1.139], [-6.786, 5.434, 0.232], [-5.860, 2.452, -1.059], [-5.831, 4.090, -1.823], [-7.330, 3.402, -1.366], [-6.850, 3.588, 0.978], [-4.671, 4.595, 1.721], [-4.274, 5.063, 0.161], [-2.971, 3.178, 2.181], [-2.228, 4.034, 0.804], [-2.190, 2.299, 0.839], [-6.302, 6.067, -0.386], [-6.821, 5.792, 1.161], [1.353, 5.801, 0.988], [0.975, 4.334, 0.651], [0.891, 4.215, -0.904], [0.361, 2.985, -1.194], [0.227, 2.712, -2.601], [1.947, 3.456, 1.277], [2.374, 6.025, 0.652], [1.323, 6.118, 2.060], [0.721, 6.509, 0.476], [-0.027, 4.053, 1.022], [1.856, 4.310, -1.352], [0.246, 5.007, -1.308], [1.219, 2.691, -3.109], [-0.427, 3.445, -3.041], [-0.187, 1.738, -2.713], [1.633, 2.497, 1.382], [2.825, 3.500, 0.794], [-4.991, -1.917, -1.024], [-4.150, -1.253, 0.058], [-5.046, -0.321, 0.836], [-4.336, 0.418, 1.838], [-5.000, 0.952, 2.944], [-3.516, -2.254, 0.928], [-5.928, -2.306, -0.475], [-4.465, -2.775, -1.451], [-5.428, -1.248, -1.793], [-3.382, -0.585, -0.435], [-5.745, -0.938, 1.410], [-5.605, 0.333, 0.144], [-5.407, 1.896, 2.648], [-4.209, 1.137, 3.743], [-5.761, 0.329, 3.437], [-4.129, -2.981, 1.192], [-3.120, -1.860, 1.784], [3.254, 1.173, -2.233], [4.113, 0.518, -1.172], [4.045, 1.032, 0.257], [4.604, 2.371, 0.337], [5.077, 2.660, 1.623], [3.823, -0.955, -1.022], [3.632, 2.165, -2.481], [2.224, 1.230, -1.787], [3.248, 0.620, -3.159], [5.182, 0.480, -1.446], [4.600, 0.330, 0.857], [2.993, 1.041, 0.606], [5.575, 1.785, 2.063], [4.284, 2.887, 2.385], [5.737, 3.514, 1.632], [3.143, -1.063, -0.247], [4.677, -1.467, -0.669], [1.771, -3.953, -1.901], [2.697, -5.236, -2.123], [2.854, -5.556, -3.614], [1.684, -5.633, -4.411], [0.818, -6.528, -3.850], [3.990, -4.962, -1.608], [2.215, -3.012, -2.229], [1.464, -3.803, -0.868], [0.835, -4.138, -2.436], [2.273, -6.114, -1.700], [3.408, -6.517, -3.646], [3.399, -4.723, -3.997], [0.370, -6.224, -2.883], [1.312, -7.524, -3.814], [0.054, -6.653, -4.591], [4.175, -3.985, -1.914], [3.908, -4.871, -0.593], [0.071, 5.071, 4.203], [-0.174, 3.966, 5.212], [-1.466, 3.290, 4.990], [-1.707, 2.524, 6.202], [-2.864, 1.694, 6.190], [0.928, 3.080, 5.138], [-0.633, 5.849, 4.326], [0.129, 4.626, 3.197], [1.085, 5.503, 4.357], [-0.170, 4.394, 6.225], [-1.403, 2.588, 4.136], [-2.355, 3.875, 4.836], [-2.824, 0.860, 5.413], [-3.846, 2.197, 6.078], [-2.985, 1.323, 7.207], [0.992, 2.364, 5.859], [1.105, 2.691, 4.220], [1.554, -1.901, -5.185], [0.787, -2.480, -6.315], [0.662, -1.591, -7.473], [-0.239, -0.512, -7.081], [-0.625, 0.252, -8.224], [1.489, -3.715, -6.773], [2.449, -1.325, -5.334], [1.943, -2.654, -4.521], [0.868, -1.262, -4.657], [-0.189, -2.759, -5.955], [0.231, -2.158, -8.319], [1.582, -1.113, -7.742], [-0.638, -0.331, -9.201], [-0.032, 1.128, -8.287], [-1.706, 0.527, -8.145], [2.477, -3.453, -6.864], [1.525, -4.319, -5.980], [2.721, -1.529, 5.876], [3.615, -0.315, 5.765], [4.932, -0.434, 6.483], [5.537, 0.811, 6.361], [6.520, 0.853, 7.334], [3.897, -0.202, 4.280], [2.588, -1.834, 6.917], [3.173, -2.343, 5.221], [1.770, -1.457, 5.399], [3.152, 0.598, 6.193], [5.608, -1.245, 6.242], [4.642, -0.635, 7.489], [6.166, 0.808, 8.358], [7.119, 1.781, 7.039], [7.224, 0.043, 7.297], [2.980, -0.462, 3.780], [4.102, 0.761, 4.029], [-2.748, -6.862, -1.652], [-2.099, -5.699, -0.886], [-3.177, -5.100, -0.110], [-3.491, -6.458, -2.359], [-3.327, -7.280, -0.835], [-2.103, -7.610, -2.143], [-1.618, -4.908, -1.500], [-1.375, -6.178, -0.212], [-2.915, -4.178, 0.108], [-0.733, -1.541, 3.758], [-0.564, -0.043, 3.891], [0.712, 0.390, 3.329], [0.227, -1.933, 4.027], [-0.960, -1.817, 2.744], [-1.507, -1.869, 4.390], [-0.466, 0.271, 4.896], [-1.404, 0.502, 3.348], [0.565, 0.587, 2.348], [0.073, -0.996, -0.287], [-0.864, 0.154, -0.022], [-0.204, 1.257, 0.657], [0.378, -1.385, 0.705], [0.933, -0.684, -0.951], [-0.393, -1.854, -0.779], [-1.731, -0.164, 0.653], [-1.338, 0.561, -0.909], [0.050, 1.966, 0.061], [6.308, -3.472, 3.332], [6.458, -2.257, 2.392], [5.244, -1.522, 2.244], [5.851, -4.399, 2.985], [5.710, -3.119, 4.135], [7.240, -3.880, 3.770], [6.848, -2.613, 1.423], [7.245, -1.605, 2.708], [4.944, -1.190, 3.157], [-3.187, 5.257, -3.888], [-2.319, 6.140, -3.073], [-1.018, 6.253, -3.581], [-2.956, 4.185, -3.759], [-3.016, 5.476, -4.915], [-4.217, 5.310, -3.704], [-2.144, 5.940, -2.031], [-2.801, 7.205, -3.066], [-1.013, 6.309, -4.496], [2.262, -5.342, 2.460], [2.882, -3.988, 2.591], [3.547, -3.589, 1.352], [3.009, -6.158, 2.386], [1.699, -5.391, 1.519], [1.565, -5.504, 3.270], [3.662, -3.943, 3.382], [2.049, -3.280, 3.015], [4.173, -2.882, 1.647]],
  "forces_ev_per_a": [[-0.4, -3.1, 1.7], [-0.9, 0.5, -1.8], [0.2, 2.6, -1.0], [-0.1, -0.1, 0.8], [0.1, 0.0, 0.2], [0.7, -0.9, 0.3], [0.0, 0.4, -1.0], [0.3, 0.0, -0.1], [0.5, 0.7, -0.1], [-0.8, 0.4, 0.3], [0.5, -1.1, 0.3], [0.7, -0.4, -0.6], [-0.2, 0.4, 0.0], [-0.1, 0.3, 0.2], [-0.2, -0.2, 0.2], [-0.4, 0.6, 0.5], [0.3, -0.1, 0.1], [-0.4, 0.3, -0.4], [0.3, 0.2, -0.1], [-1.5, 0.1, 1.4], [0.4, 0.7, 0.7], [-0.8, -0.8, -1.5], [-0.5, -0.3, -0.5], [0.1, 0.0, -0.2], [0.4, -0.2, -0.1], [-0.5, -0.2, -0.1], [0.8, -0.3, 0.1], [0.1, -0.8, -0.3], [0.4, 0.5, -1.0], [0.2, 0.0, 1.0], [0.2, 0.6, 0.0], [0.5, -0.5, 0.3], [0.2, 0.2, 0.0], [0.0, 0.6, 0.5], [0.1, 0.2, 0.6], [0.3, 0.8, -0.3], [-0.4, 1.2, 1.4], [-0.6, -1.6, -1.3], [1.1, 0.4, 0.4], [-0.7, 0.0, 0.4], [-0.1, -0.3, 0.0], [0.0, -0.8, -0.8], [-0.4, 0.2, -0.4], [0.3, 0.3, 0.0], [1.0, 0.2, -0.3], [0.0, 0.1, 0.0], [-0.6, 0.4, 0.4], [-0.2, 0.4, -0.3], [-0.5, -0.8, 0.1], [0.1, 0.2, -0.3], [0.4, -0.2, -0.2], [-1.9, -0.7, 1.1], [0.7, 1.2, -0.3], [-0.8, 0.5, 1.4], [1.1, -1.0, -0.8], [1.1, 0.0, 1.0], [1.3, 0.9, -0.6], [1.2, 0.1, -0.9], [-0.2, 0.2, -0.1], [0.8, -0.2, 0.4], [-0.5, -1.0, 0.5], [-0.5, -0.1, -0.3], [0.2, 0.1, 0.3], [-0.6, 0.8, 0.1], [-0.9, -0.1, -1.1], [0.0, -0.2, -0.5], [-1.1, -0.8, 0.3], [-0.2, 0.1, -0.5], [-0.7, 0.2, 1.2], [1.4, -2.0, 0.5], [-0.2, 1.6, -0.8], [-0.3, -0.7, 0.0], [-0.6, -0.5, 1.7], [0.1, -0.4, 0.6], [-0.2, 0.2, 0.3], [0.7, 0.1, -0.7], [-0.1, -0.5, -0.1], [-0.4, 0.7, -0.2], [0.4, 0.0, 0.4], [0.2, 0.0, -0.1], [0.4, 0.1, -0.2], [0.1, 0.0, -0.8], [0.3, 0.2, -0.4], [0.3, -0.2, -0.7], [-1.2, 1.0, -0.5], [-0.6, -1.6, -0.4], [-1.9, 2.2, -0.8], [0.3, 0.0, 0.4], [1.1, 1.1, 0.7], [-0.9, -1.7, -0.3], [1.3, 0.9, 0.5], [0.2, -0.2, -0.2], [0.4, -0.2, 0.3], [-0.1, 0.4, -0.2], [-0.4, -0.6, 1.0], [0.0, 0.5, -0.4], [0.8, 0.3, -0.7], [0.3, -0.2, -0.4], [-0.3, 0.3, 0.6], [-0.9, -0.1, -0.2], [0.3, -0.9, 0.3], [0.2, 0.0, -0.1], [1.6, -0.6, -0.1], [0.7, 1.3, 0.2], [-1.4, -2.1, 0.6], [-0.7, -0.3, -0.5], [-0.2, -0.2, -0.3], [1.6, -0.9, 0.5], [-1.0, 0.8, -0.4], [-0.5, 0.4, 0.2], [-0.6, -0.3, 0.1], [-0.2, 0.0, -0.2], [0.1, 0.2, 0.2], [-0.3, 0.9, -0.1], [0.2, 0.9, 1.0], [0.6, 0.5, -0.6], [0.5, -0.6, -0.1], [-0.4, 0.2, -0.4], [-0.2, -0.1, 0.1], [-0.2, 0.8, 1.5], [2.0, -1.9, -0.2], [-1.9, 1.1, -0.4], [-0.1, -0.6, -1.3], [-1.8, -1.3, -0.5], [0.1, 0.8, -0.7], [0.4, 0.6, -1.1], [-0.5, -0.6, 0.5], [-0.1, 0.5, 0.8], [-0.5, -0.2, 0.0], [0.2, 0.3, 0.2], [0.9, 0.0, -0.4], [0.6, 0.5, 1.1], [0.6, 0.9, -0.3], [0.8, 0.1, 0.4], [-0.3, -0.1, -0.3], [-0.2, -0.8, 0.6], [1.3, -1.4, -0.3], [0.0, -0.3, -2.0], [-1.6, 0.0, -0.3], [0.1, -0.5, 0.3], [2.2, 2.5, -0.6], [-2.0, -0.4, -0.1], [0.0, -0.3, -0.2], [-0.1, 0.6, 1.3], [-0.9, 0.8, -0.1], [0.0, -0.4, -0.4], [0.1, -0.4, -0.8], [0.0, 0.0, 1.4], [-0.5, 0.6, 0.2], [-0.7, -1.0, 1.2], [0.4, -0.8, -0.5], [1.7, 0.9, 0.8], [0.0, 0.0, 0.0], [-0.6, 1.0, 0.0], [-0.3, -0.1, 0.0], [1.0, 0.4, -0.4], [0.4, -0.2, 0.0], [-0.2, -0.8, -0.2], [-0.1, 0.5, 0.4], [-0.1, -0.6, 0.2], [0.2, 0.5, 0.0], [-0.2, -0.6, -0.1], [0.7, 1.3, -0.5], [0.1, 0.8, -2.4], [-0.8, 0.0, -1.7], [0.3, -0.8, 0.2], [0.0, -0.2, -0.5], [-0.9, -0.7, 0.9], [-0.4, 0.3, 1.2], [0.9, -0.5, 0.9], [0.1, -0.2, 1.5], [0.7, -0.1, -0.1], [-1.0, 0.7, 1.0], [-0.2, -1.7, 1.2], [0.5, 0.2, -0.6], [-0.7, -0.3, 1.0], [-0.3, 0.2, -0.1], [1.3, 0.4, -0.7], [0.0, -0.1, -0.4], [0.0, 0.1, -0.9], [0.9, -0.3, 0.2], [0.2, -1.4, -0.6], [0.1, -0.4, 0.7], [-0.4, 0.5, -0.8], [-0.5, 0.1, 1.1], [-0.1, 0.8, -0.3], [-0.7, 0.2, 0.0], [0.5, 0.5, 0.8], [0.2, -0.1, -0.9], [1.0, -2.1, 0.3], [-0.7, 3.3, 0.1], [0.9, -0.4, 2.4], [0.2, 0.3, 0.0], [0.0, 0.3, -1.0], [-1.5, 0.5, 0.4], [-0.5, -0.7, 0.5], [0.6, -1.5, 0.0], [-0.1, 0.2, -2.7], [0.4, -0.6, -1.0], [0.2, 1.5, 0.7], [-0.7, 0.2, 1.5], [-0.3, 0.4, 0.3], [-0.1, 0.1, 0.2], [-0.1, -0.3, 0.3], [-0.5, -0.3, -0.3], [1.3, -0.6, -1.4], [-0.4, -0.2, -0.4]],
  "e_tot_ev": -96080.60947,
  "lumo_energy_ev": 0.542,
  "e_above_lowest_kj_mol": 163.94,
  "charge": 0,
  "homo_ev": -8.6
}